#i
Molecular formula: C42H109N7O16
Method: DFT, ωB97M-V/def2-TZVPD

Output
frontier orbital gap = 8.73 eV
SMILES = COCCNCCOC.COCCNCCOC.COCCNCCOC.COCCNCCOC.COCCNCCOC.COCCNCCOC.COCCNCCOC.O.O

XYZ file:
```
174
C42H109N7O16 | the Open Molecules 2025 dataset | ωB97M-V/def2-TZVPD
C -3.468 3.883 -8.089
O -3.076 5.149 -7.561
C -3.980 6.202 -7.905
C -3.591 7.420 -7.053
N -3.819 7.235 -5.635
C -3.315 8.300 -4.780
C -3.430 7.818 -3.292
O -2.507 6.683 -3.030
C -2.485 6.395 -1.671
H -4.348 3.361 -7.713
H -2.604 3.241 -7.918
H -3.510 3.883 -9.178
H -5.002 5.922 -7.650
H -3.917 6.348 -8.983
H -4.166 8.270 -7.421
H -2.552 7.659 -7.282
H -3.408 6.374 -5.304
H -3.814 9.202 -5.135
H -2.248 8.436 -4.954
H -4.437 7.535 -2.985
H -3.135 8.684 -2.699
H -2.015 7.168 -1.064
H -1.997 5.429 -1.540
H -3.489 6.133 -1.337
C -0.199 -5.690 -0.474
O 1.191 -5.753 -0.725
C 2.027 -6.159 0.293
C 3.510 -5.854 -0.168
N 4.520 -6.535 0.638
C 4.693 -5.981 2.019
C 5.733 -6.901 2.648
O 6.012 -6.584 4.034
C 7.017 -5.618 4.222
H -0.708 -6.651 -0.554
H -0.746 -5.165 -1.256
H -0.439 -5.110 0.417
H 1.678 -7.188 0.370
H 1.726 -5.665 1.217
H 3.699 -4.807 -0.405
H 3.543 -6.404 -1.109
H 5.426 -6.474 0.196
H 3.718 -6.048 2.501
H 5.126 -4.983 1.956
H 6.667 -7.036 2.102
H 5.323 -7.910 2.688
H 7.075 -5.266 5.252
H 6.823 -4.724 3.630
H 7.975 -6.101 4.032
C 1.318 2.074 1.395
O 0.277 1.246 0.898
C 0.497 0.330 -0.216
C 0.678 1.014 -1.617
N -0.550 1.752 -2.039
C -1.606 0.909 -2.556
C -2.966 1.619 -2.405
O -3.303 1.787 -0.992
C -4.558 2.458 -0.866
H 2.184 1.570 1.824
H 0.964 2.598 2.283
H 1.661 2.827 0.685
H -0.313 -0.400 -0.197
H 1.289 -0.286 0.210
H 0.983 0.234 -2.315
H 1.526 1.695 -1.697
H -0.887 2.202 -1.200
H -1.655 -0.067 -2.073
H -1.353 0.739 -3.603
H -3.795 1.083 -2.868
H -2.891 2.649 -2.751
H -4.766 2.525 0.202
H -5.323 1.854 -1.354
H -4.612 3.479 -1.245
C -5.396 2.737 14.388
O -4.308 2.396 13.590
C -3.042 2.877 14.008
C -2.079 2.553 12.910
N -2.055 3.591 11.882
C -1.209 3.284 10.776
C -1.170 4.394 9.735
O 0.022 5.027 9.935
C 0.376 6.051 9.087
H -6.348 2.234 14.220
H -5.570 3.805 14.254
H -5.077 2.490 15.401
H -2.752 2.289 14.878
H -3.090 3.929 14.292
H -2.233 1.590 12.423
H -1.047 2.515 13.257
H -2.952 3.601 11.419
H -1.641 2.419 10.271
H -0.175 3.003 10.977
H -1.930 5.115 10.037
H -1.170 3.977 8.729
H 0.451 5.748 8.043
H 1.374 6.429 9.309
H -0.347 6.866 9.131
C -2.420 -3.108 -7.547
O -3.785 -2.956 -7.788
C -4.491 -4.172 -7.922
C -5.810 -3.911 -8.613
N -6.669 -3.054 -7.765
C -8.071 -3.037 -8.085
C -8.854 -1.884 -7.465
O -8.332 -0.649 -7.912
C -8.850 0.446 -7.236
H -1.825 -2.199 -7.453
H -1.979 -3.769 -8.292
H -2.304 -3.669 -6.620
H -4.551 -4.756 -7.003
H -4.019 -4.800 -8.678
H -6.286 -4.879 -8.768
H -5.732 -3.430 -9.588
H -6.305 -2.115 -7.843
H -8.593 -3.977 -7.906
H -8.064 -2.872 -9.162
H -8.901 -2.013 -6.384
H -9.879 -1.946 -7.831
H -8.408 1.337 -7.682
H -8.563 0.401 -6.185
H -9.938 0.496 -7.262
C -4.453 -0.117 7.178
O -4.370 -0.224 5.734
C -3.029 -0.438 5.161
C -2.513 -1.867 5.483
N -1.690 -1.835 6.722
C -1.121 -3.140 7.080
C -0.093 -3.032 8.185
O 1.039 -2.200 7.910
C 1.872 -2.681 6.821
H -5.493 -0.292 7.455
H -4.204 0.908 7.451
H -3.835 -0.796 7.766
H -2.375 0.381 5.460
H -3.047 -0.283 4.082
H -1.990 -2.363 4.665
H -3.341 -2.568 5.593
H -0.967 -1.138 6.612
H -0.753 -3.709 6.226
H -1.968 -3.739 7.416
H 0.282 -3.977 8.577
H -0.535 -2.570 9.068
H 1.942 -3.769 6.810
H 2.869 -2.243 6.779
H 1.443 -2.366 5.870
C 12.795 -5.478 -4.775
O 12.015 -4.293 -4.777
C 11.561 -4.024 -6.103
C 10.688 -2.731 -5.997
N 9.390 -3.088 -5.426
C 8.601 -1.890 -5.333
C 8.867 -0.934 -4.156
O 8.419 -1.546 -2.991
C 9.109 -1.097 -1.869
H 12.900 -5.732 -3.720
H 13.744 -5.402 -5.307
H 12.330 -6.335 -5.262
H 10.919 -4.832 -6.454
H 12.458 -4.020 -6.722
H 10.657 -2.337 -7.012
H 11.179 -1.894 -5.499
H 9.567 -3.325 -4.460
H 7.566 -2.174 -5.147
H 8.609 -1.399 -6.307
H 8.316 -0.001 -4.277
H 9.896 -0.574 -4.170
H 8.466 -0.369 -1.374
H 10.069 -0.624 -2.078
H 9.193 -1.842 -1.078
O 2.195 7.668 -2.318
H 2.247 8.622 -2.257
H 1.291 7.462 -2.080
O 1.489 3.410 -6.743
H 0.740 3.302 -7.329
H 1.171 3.113 -5.890
```


#ii
Molecular formula: C42H109N7O16
Method: DFT, ωB97M-V/def2-TZVPD

Output
frontier orbital gap = 8.72 eV
SMILES = COC[C@H](C)N.COC[C@H](C)N.COCCNCCOC.COCCNCCOC.COCCNCCOC.COCCNCCOC.COCCNCCOC.OCCO.OCCO

XYZ file:
```
174
C42H109N7O16 | the Open Molecules 2025 dataset | ωB97M-V/def2-TZVPD
C 4.161 -0.330 -3.330
O 3.674 -0.727 -4.655
C 3.543 -2.158 -4.768
C 4.814 -2.990 -4.702
C 5.980 -2.487 -5.561
N 4.466 -4.341 -4.999
H 5.188 -0.693 -3.293
H 3.377 -0.534 -2.600
H 4.290 0.747 -3.437
H 2.855 -2.461 -3.979
H 3.033 -2.419 -5.695
H 5.084 -3.092 -3.651
H 6.909 -2.905 -5.175
H 6.047 -1.401 -5.624
H 5.839 -2.884 -6.567
H 4.305 -4.512 -5.982
H 5.273 -4.944 -4.931
C 1.857 1.587 -1.595
O 0.738 1.496 -0.802
C 0.506 0.232 -0.149
C -0.998 0.079 0.203
C -1.272 -1.159 0.990
N -1.677 0.167 -1.114
H 2.783 1.263 -1.120
H 1.927 2.578 -2.043
H 1.708 0.847 -2.382
H 0.950 -0.551 -0.764
H 1.096 0.110 0.758
H -1.378 0.844 0.880
H -2.232 -1.642 0.809
H -1.548 -0.850 1.998
H -0.450 -1.875 1.004
H -1.373 1.076 -1.432
H -2.671 0.230 -1.278
C 8.839 10.430 -1.488
O 8.978 9.091 -1.128
C 8.764 8.108 -2.161
C 7.318 7.618 -2.123
N 7.006 7.069 -0.838
C 5.588 6.630 -0.601
C 5.604 5.284 0.053
O 4.294 4.857 0.352
C 4.154 3.402 0.337
H 9.613 10.665 -2.219
H 9.264 11.051 -0.699
H 7.892 10.792 -1.888
H 9.517 7.376 -1.870
H 9.166 8.341 -3.146
H 7.171 6.799 -2.827
H 6.709 8.510 -2.269
H 7.492 7.340 0.004
H 5.103 6.410 -1.553
H 5.036 7.397 -0.059
H 6.233 5.247 0.943
H 6.069 4.613 -0.669
H 4.248 3.130 -0.714
H 3.147 3.242 0.723
H 4.600 2.805 1.133
C 0.265 -0.260 4.411
O -1.086 -0.607 4.257
C -1.653 -1.774 4.976
C -1.764 -1.592 6.585
N -0.645 -2.346 7.195
C -0.948 -2.077 8.585
C 0.356 -2.406 9.297
O 0.310 -2.226 10.661
C -0.210 -3.315 11.378
H 0.734 -0.082 3.444
H 0.889 -1.045 4.839
H 0.414 0.660 4.976
H -1.113 -2.682 4.706
H -2.717 -1.749 4.741
H -2.727 -1.981 6.916
H -1.812 -0.524 6.799
H -0.770 -3.346 7.118
H -1.703 -2.699 9.066
H -1.130 -1.017 8.766
H 1.210 -1.769 9.066
H 0.663 -3.411 9.007
H -1.042 -3.073 12.040
H 0.548 -3.532 12.130
H -0.405 -4.257 10.866
C -11.159 -5.084 -6.386
O -11.187 -4.289 -5.165
C -10.460 -4.760 -4.033
C -9.824 -3.500 -3.346
N -8.940 -2.694 -4.240
C -8.566 -1.381 -3.704
C -7.017 -1.354 -3.448
O -6.683 -0.236 -2.622
C -5.288 -0.321 -2.244
H -10.082 -5.205 -6.510
H -11.730 -4.472 -7.084
H -11.654 -6.037 -6.201
H -9.663 -5.471 -4.250
H -11.075 -5.288 -3.304
H -9.174 -3.817 -2.531
H -10.555 -2.922 -2.781
H -9.177 -2.596 -5.216
H -9.060 -1.127 -2.766
H -8.789 -0.667 -4.497
H -6.437 -1.530 -4.354
H -6.770 -2.312 -2.990
H -5.031 0.717 -2.036
H -4.590 -0.740 -2.968
H -5.214 -1.037 -1.425
C -2.864 3.393 -1.606
O -3.067 4.250 -0.439
C -2.081 3.930 0.643
C -0.654 4.219 0.142
N -0.609 5.585 -0.179
C 0.683 6.202 -0.348
C 1.582 5.605 -1.485
O 0.904 6.074 -2.643
C 1.450 5.444 -3.804
H -3.623 3.641 -2.349
H -2.934 2.360 -1.267
H -1.881 3.523 -2.059
H -2.057 2.875 0.915
H -2.212 4.657 1.444
H -0.275 3.701 -0.739
H 0.085 3.961 0.901
H -0.946 5.547 -1.130
H 1.359 6.013 0.486
H 0.587 7.271 -0.540
H 1.745 4.540 -1.324
H 2.532 6.127 -1.367
H 1.593 6.058 -4.694
H 0.751 4.635 -4.015
H 2.422 5.001 -3.586
C -0.139 -3.901 -1.286
O 1.231 -3.923 -1.474
C 1.749 -5.196 -1.353
C 3.312 -5.156 -1.441
N 3.736 -4.588 -0.194
C 5.165 -4.278 -0.247
C 5.436 -3.623 1.119
O 4.862 -2.344 1.243
C 5.061 -1.771 2.502
H -0.678 -4.418 -2.080
H -0.333 -2.829 -1.294
H -0.434 -4.155 -0.267
H 1.425 -5.786 -2.211
H 1.519 -5.751 -0.444
H 3.732 -4.789 -2.378
H 3.723 -6.163 -1.368
H 3.221 -3.768 0.093
H 5.513 -3.623 -1.046
H 5.726 -5.205 -0.369
H 6.509 -3.603 1.309
H 5.073 -4.229 1.949
H 4.400 -2.259 3.219
H 4.939 -0.694 2.394
H 6.029 -1.974 2.959
O -4.217 -3.329 1.045
C -3.327 -4.235 1.639
C -3.875 -4.564 3.034
O -2.815 -5.284 3.721
H -4.254 -2.468 1.469
H -3.318 -5.197 1.126
H -2.300 -3.881 1.722
H -4.838 -5.075 3.045
H -4.138 -3.661 3.585
H -3.052 -6.058 4.237
O -6.652 0.652 2.961
C -5.410 1.081 2.498
C -4.504 -0.111 2.562
O -4.852 -0.831 1.455
H -7.249 1.375 3.167
H -5.589 1.510 1.512
H -5.169 1.912 3.161
H -4.702 -0.673 3.475
H -3.460 0.201 2.550
H -5.688 -1.223 1.716
```


Which of them is the least stable? Correct choice: #ii.


#i
Molecular formula: C4H10NO2
Method: DFT, ωB97M-V/def2-TZVPD

Output
net charge = +1
frontier orbital gap = 4.92 eV

XYZ file:
```
17
C4H10NO2 | the Open Molecules 2025 dataset | ωB97M-V/def2-TZVPD
O -0.671 -0.121 -1.705
C 0.126 -0.883 -1.072
C 1.031 -0.497 -0.121
C 1.164 0.862 0.340
C 1.408 1.176 1.868
O -0.007 1.643 -0.006
N -2.379 -2.017 0.406
H 0.115 -1.924 -1.383
H 1.815 -1.185 0.202
H 1.967 1.337 -0.275
H 1.975 2.167 1.794
H 0.365 1.498 2.001
H 1.871 0.493 2.584
H -0.516 1.231 -0.726
H -1.991 -1.095 0.003
H -3.270 -1.896 0.964
H -2.620 -2.627 -0.409
```


#ii
Molecular formula: C4H10NO2
Method: DFT, ωB97M-V/def2-TZVPD

Output
net charge = +1
frontier orbital gap = 11.10 eV
SMILES = C=C(O)[NH2+][C@@H](C)O

XYZ file:
```
17
C4H10NO2 | the Open Molecules 2025 dataset | ωB97M-V/def2-TZVPD
C 2.256 -0.234 -1.102
C 1.647 -0.430 0.038
O 2.227 -1.385 1.203
N 0.407 0.092 0.544
C -0.861 -0.387 -0.269
C -2.065 0.353 0.269
O -0.619 -0.192 -1.589
H 3.184 -0.715 -1.347
H 1.840 0.411 -1.858
H 3.027 -1.806 0.876
H 0.431 1.121 0.553
H 0.338 -0.246 1.516
H -0.902 -1.466 -0.087
H -1.993 1.420 0.056
H -2.200 0.207 1.336
H -2.953 -0.027 -0.233
H -0.960 0.655 -1.911
```


Which of them is the least stable? Correct choice: #i.